Record 1
45
Properties=species:S:1:pos:R:3:forces:R:3:mulliken_charge:R:1 method="wB97M-V/def2-TZVPD" charge=+2 de_lowest_kj_mol=170.6 gap_ha=0.2400 max_force_ev_per_a=6.94
Y 2.118823 3.328234 0.841814 -2.59 -6.31 -1.29 1.682
C -1.167597 0.702954 -0.070036 0.68 -1.27 -0.39 -1.550
C 0.302173 0.345404 -0.408926 -0.57 -1.09 0.04 1.460
C 0.462823 -0.328266 -1.749716 0.10 0.65 -1.81 -1.260
O 1.152283 1.451724 -0.180096 2.11 3.95 0.73 -0.025
H -1.655477 1.469894 -0.671606 0.85 1.00 0.56 0.320
H -1.089877 0.752274 1.016074 -1.07 0.28 0.02 0.398
H -1.901757 -0.067826 -0.304596 0.56 -0.81 0.36 0.388
H 0.686693 -0.431066 0.252384 -0.42 -0.05 0.77 -0.186
H 0.127973 -1.360486 -1.852186 -0.29 0.06 0.85 -0.125
H 1.480573 -0.376006 -2.137036 0.28 0.26 0.35 0.409
H -0.102107 0.210754 -2.510256 -0.10 0.11 -0.16 0.338
O -4.435647 1.221474 -0.578166 0.12 -0.05 0.32 -0.614
H -4.487657 0.340444 -0.948726 -0.24 -0.25 -0.12 0.311
H -3.741787 1.651494 -1.078046 0.07 0.42 -0.28 0.293
O 3.951843 1.544664 0.372484 -0.61 1.38 0.19 -0.609
H 4.608813 1.139274 0.938414 0.67 0.03 0.28 0.331
H 3.391823 0.818974 0.096844 -0.61 -0.47 -0.53 0.315
O 1.083103 2.599224 -3.311506 0.16 0.52 0.16 -0.641
H 1.203733 2.156624 -2.471396 -0.03 -0.37 0.26 0.247
H 0.356013 2.134274 -3.725496 -0.15 -0.12 -0.27 0.347
O 2.408663 -0.910726 3.010914 0.62 1.04 -0.24 -0.589
H 1.645133 -1.432156 2.763194 -0.67 -0.37 0.06 0.311
H 2.746773 -1.338906 3.797404 0.20 -0.21 0.23 0.290
O 1.914903 -3.726756 0.667574 0.30 0.39 0.15 -0.642
H 1.090953 -3.239876 0.684374 -0.41 -0.11 0.02 0.320
H 1.852193 -4.277766 -0.112616 -0.01 -0.27 -0.19 0.310
O -0.243387 -2.184866 2.998674 0.58 0.50 0.04 -0.656
H -0.479567 -2.090406 2.075884 -0.38 -0.41 -0.51 0.313
H -1.082137 -2.225636 3.458104 -0.15 -0.13 0.27 0.294
O -2.753137 3.472614 -2.405386 0.10 -0.33 0.47 -0.625
H -1.896697 3.744274 -2.735456 0.24 0.17 -0.15 0.303
H -3.215407 3.146324 -3.177446 -0.31 0.03 -0.29 0.332
O 2.286473 1.804014 2.566954 -0.19 2.41 -0.31 -0.286
H 1.894743 1.909194 3.433974 -0.36 -0.02 0.58 0.288
H 2.666743 0.925694 2.580354 0.16 -1.81 -0.06 0.314
O -0.583587 3.012484 1.656304 1.56 1.07 0.13 -0.551
H -0.854337 2.098054 1.574164 -0.01 -0.43 -0.39 0.184
H -1.328787 3.447084 2.071074 -0.26 0.53 0.21 0.251
O -1.057897 -4.245486 -1.957486 0.09 0.17 0.23 -0.652
H -1.168737 -4.829626 -2.707636 -0.13 -0.38 -0.14 0.308
H -0.837937 -3.397806 -2.343846 0.07 0.20 -0.22 0.287
O -1.460507 -2.890096 0.390634 0.24 0.79 0.47 -0.498
H -2.344437 -2.540566 0.503484 -0.30 0.02 0.11 0.251
H -1.544787 -3.533116 -0.313396 0.10 -0.69 -0.48 0.312



Record 2
11
Properties=species:S:1:pos:R:3:forces:R:3:mulliken_spin:R:1 method="wB97M-V/def2-TZVPD" multiplicity=2 charge=+1 de_lowest_kj_mol=110.8 gap_ha="0.2135 / 0.2804" max_force_ev_per_a=2.25 s2=0.75
O -1.942042 0.509117 0.359842 0.47 0.51 -0.53 -0.001
C -0.990411 0.929616 0.984359 1.19 -1.80 0.62 -0.051
C 0.774503 -0.551990 -0.189200 -1.33 -0.04 -0.44 0.001
O 0.496469 0.608173 0.385719 -0.50 0.85 0.34 -0.045
O -0.799830 1.397695 2.099704 0.43 0.61 -0.28 -0.031
C 0.865056 -0.823182 -1.495568 -0.18 0.12 0.04 0.008
Ag -2.459430 -0.300338 -1.772047 0.57 0.10 0.59 -0.001
F 0.840924 -1.533585 0.715648 0.21 -0.22 0.11 0.002
H 1.057091 -1.843550 -1.823791 0.09 0.38 0.07 0.000
H 0.841494 0.002511 -2.205416 0.06 -0.27 0.19 0.000
Mg 1.316176 1.605534 2.940750 -1.01 -0.23 -0.71 1.118



Record 3
9
Properties=species:S:1:pos:R:3:forces:R:3:mulliken_charge:R:1 method="wB97M-V/def2-TZVPD" de_lowest_kj_mol=29.0 gap_ha="0.2314 / 0.2375" max_force_ev_per_a=4.25
O -1.634187 -1.523963 0.149414 2.13 0.35 -1.31 -0.584
C -0.534508 -0.936831 -0.036409 -2.76 0.65 3.16 0.701
O 0.613776 -1.341991 0.280147 1.77 -0.66 -0.65 -0.690
C -2.021642 0.994107 0.044510 -0.89 1.90 -0.21 -0.691
C -0.762294 0.551055 -0.141140 -0.11 -2.32 0.99 0.332
H -2.570819 0.699206 0.937004 -0.75 -1.20 -1.20 0.249
H -2.371328 1.876032 -0.495687 0.47 0.65 0.95 0.282
F 0.303956 1.315970 0.269427 0.59 1.22 -1.71 -0.248
Ag 2.347449 0.040096 0.328154 -0.45 -0.59 -0.03 0.650



Record 4
9
Properties=species:S:1:pos:R:3:forces:R:3:mulliken_spin:R:1 method="wB97M-V/def2-TZVPD" multiplicity=4 charge=+1 gap_ha="0.2552 / 0.2433" max_force_ev_per_a=7.87 s2=3.77
C -0.533174 -0.470768 0.132496 -0.32 -3.67 -2.43 0.124
Li 0.070384 1.872240 -1.584283 0.35 0.65 -0.54 -0.009
O 0.865088 0.985933 -0.100072 -1.62 1.20 -0.50 0.151
C 0.959536 -0.454228 -0.053686 0.44 -1.14 0.86 -0.005
H 1.548632 -0.787409 0.813760 -0.12 0.20 -0.27 -0.003
H 1.372266 -0.890648 -0.975190 -0.33 0.13 0.23 0.002
Au -2.060715 0.145651 1.439589 -3.89 4.46 5.18 1.660
O -1.550194 -1.293950 0.287864 3.35 -2.23 -2.98 0.327
C -0.671822 0.893179 0.039523 2.15 0.40 0.44 0.752



Record 5
7
Properties=species:S:1:pos:R:3:forces:R:3:mulliken_charge:R:1 method="wB97M-V/def2-TZVPD" de_lowest_kj_mol=47.2 gap_ha=0.3030 max_force_ev_per_a=5.19
Br -0.974729 2.986980 -1.064910 0.96 -2.49 0.89 -0.182
C -0.772548 0.870842 -0.283669 -4.51 2.50 -0.58 -0.514
C 0.113725 -0.020286 -0.135863 2.94 -3.02 1.08 0.664
C 0.875069 -1.109153 0.198720 -0.78 -0.05 -2.36 -0.467
Br 1.494863 -1.494653 1.961264 -0.24 0.43 -0.65 -0.060
H -1.928124 0.777278 -0.110624 2.68 -0.13 -0.30 0.276
H 1.191744 -2.011008 -0.564918 -1.05 2.76 1.92 0.284



Record 6
10
Properties=species:S:1:pos:R:3:forces:R:3:mulliken_spin:R:1 method="wB97M-V/def2-TZVPD" multiplicity=3 de_lowest_kj_mol=0.0 gap_ha="0.2156 / 0.2915" max_force_ev_per_a=10.89 s2=2.01
C 1.442346 -0.747305 1.241318 0.99 -0.40 -0.07 0.017
C -0.424278 0.045252 -1.271168 6.33 -3.36 -6.35 0.830
C -1.297287 0.435696 -0.359563 -7.83 3.07 6.92 0.823
N 1.309360 0.250466 0.627742 -0.65 3.26 -1.07 0.017
O 1.757976 -1.785952 1.587779 0.07 -2.60 1.44 0.031
Cl -0.162326 -1.653618 -1.474295 -0.16 0.94 -0.44 0.125
Br -1.675438 2.339010 -0.210561 0.43 -1.89 -0.01 0.077
Br -2.105188 -0.793355 0.936950 0.91 1.49 -0.83 0.084
H 0.023193 0.715821 -2.000735 -0.03 -0.38 0.31 0.001
H 1.131638 1.193985 0.922534 -0.07 -0.13 0.10 -0.004



Record 7
9
Properties=species:S:1:pos:R:3:forces:R:3:mulliken_charge:R:1 method="wB97M-V/def2-TZVPD" de_lowest_kj_mol=0.0 gap_ha=0.3457 max_force_ev_per_a=0.74
Br -2.719765 0.815121 0.946605 0.07 -0.02 0.00 -0.137
C -1.082708 0.322497 0.202444 0.52 -0.15 0.51 0.384
N -0.877862 0.247883 -1.131783 -0.37 0.10 -0.36 -0.555
C 0.361536 -0.120828 -1.290215 0.03 -0.01 -0.07 -0.177
N 0.991767 -0.294646 -0.104080 0.08 -0.02 0.17 -0.019
C 0.070721 -0.011683 0.869836 -0.36 0.11 0.24 0.015
Br 0.480703 -0.113543 2.688200 -0.07 0.02 -0.27 -0.113
H 0.829652 -0.269511 -2.241255 0.23 -0.07 -0.17 0.412
H 1.945956 -0.575291 0.060248 -0.12 0.04 -0.06 0.191



Record 8
10
Properties=species:S:1:pos:R:3:forces:R:3:mulliken_charge:R:1 method="wB97M-V/def2-TZVPD" charge=-1 de_lowest_kj_mol=314.5 gap_ha=0.2430 max_force_ev_per_a=3.14
O 1.707949 -0.774974 -1.107731 0.41 -0.29 -0.54 -0.764
N 0.783228 -0.344159 -0.350670 0.21 0.39 0.69 0.612
C -0.592781 -0.839085 -0.526201 -0.32 -0.45 -0.92 -0.440
O -1.301316 -0.500998 0.606663 -0.06 -0.07 0.05 -0.216
C -0.739993 0.570108 1.298070 2.75 0.00 0.09 -0.158
Br -1.436276 2.332195 0.369729 -0.17 0.47 -0.39 -0.426
C 0.806938 0.508881 0.615217 -3.01 -0.25 0.87 -0.010
Br 2.347450 1.360767 1.186519 -0.16 -0.08 -0.14 -0.155
H -1.005691 -0.382379 -1.446030 0.20 -0.01 0.25 0.282
H -0.569508 -1.930357 -0.645566 0.14 0.27 0.05 0.275



Record order is preserved below.
Calculated total energy: -1072.32690, -787.87545, -512.67028, -408.65317, -5263.41022, -5853.54713, -5373.05864, -5468.70030 Eh